(1)
Entry from the Open Molecules 2025 dataset: 4 unconnected molecules or ions with the total composition C24H42BClF2N2O12P (ωB97M-V/def2-TZVPD).

The geometry in XYZ format:
```
85
Properties=species:S:1:pos:R:3:forces:R:3:mulliken_charge:R:1
C 3.092 -4.154 3.788 0.065 0.501 0.072 -1.184
C 3.251 -4.649 2.381 -0.321 -0.552 -0.259 0.954
O 3.496 -5.827 2.216 -0.081 -0.228 -0.103 -0.669
N 3.040 -3.818 1.285 1.115 0.229 1.282 0.515
C 3.686 -4.352 0.083 0.134 -0.275 -0.924 0.762
C 2.774 -4.504 -1.092 0.139 0.224 0.431 -1.276
O 4.846 -4.626 0.027 -0.007 0.029 0.457 -0.569
C 3.271 -2.383 1.448 -0.372 0.929 -1.046 -1.167
O 4.005 -1.923 0.378 -0.291 -0.151 -0.005 -1.304
B 3.820 -0.448 0.352 0.681 0.273 -1.556 1.266
C 4.939 0.461 1.138 -0.171 -0.824 0.417 -0.208
C 5.958 -0.331 1.973 -0.215 0.707 0.129 -0.886
C 5.652 -0.361 3.454 0.366 -0.157 -0.195 0.008
Cl 6.248 1.133 4.266 -0.225 0.061 0.117 -0.245
O 2.405 -0.314 0.859 -0.927 1.019 -0.327 -0.611
C 1.934 -1.420 1.423 3.482 -2.109 1.496 0.449
C 1.616 -1.164 2.892 -1.180 0.741 -0.813 -0.095
P 0.331 0.060 3.242 -0.839 -0.676 1.059 0.801
O -0.434 -0.367 4.419 -0.169 -0.178 0.608 -0.882
O 0.982 1.497 3.522 0.355 -0.037 -0.713 -0.443
O -0.659 0.253 2.012 0.455 0.163 -0.021 -0.445
N 0.934 -2.189 0.597 -1.267 1.229 -0.090 1.684
C 0.471 -1.444 -0.520 -0.499 1.626 0.209 0.058
O 0.070 -0.326 -0.571 0.559 -0.988 -0.120 -0.175
F 0.508 -2.192 -1.613 -0.004 -0.517 -0.405 -0.327
C -0.090 -2.797 1.311 0.531 -2.144 1.135 0.240
O 0.027 -3.713 2.086 -0.070 1.521 -0.845 -0.529
F -1.300 -2.294 1.060 -0.263 -0.064 -0.414 -0.208
H 2.086 -4.317 4.143 -0.437 -0.112 -0.094 0.227
H 3.326 -3.113 3.945 0.063 0.282 -0.023 0.278
H 3.749 -4.743 4.401 0.291 -0.326 0.229 0.405
H 1.767 -4.670 -0.742 -0.368 -0.097 -0.164 0.195
H 2.837 -3.566 -1.624 -0.214 0.419 -0.174 0.167
H 3.137 -5.272 -1.753 0.076 -0.395 -0.111 0.559
H 3.860 -2.114 2.323 -0.286 -0.433 0.723 0.338
H 3.914 -0.147 -0.837 -0.409 0.121 0.012 -0.464
H 5.500 0.991 0.385 0.119 0.224 -0.400 0.346
H 4.505 1.242 1.760 -0.209 0.172 0.191 0.005
H 6.916 0.162 1.886 0.517 -0.087 -0.039 0.510
H 6.086 -1.347 1.615 -0.129 -0.293 -0.153 0.260
H 4.598 -0.459 3.670 -0.313 0.177 0.098 -0.229
H 6.171 -1.173 3.934 0.198 -0.274 0.307 0.396
H 1.362 -2.036 3.472 -0.305 -0.299 0.070 0.366
H 2.522 -0.759 3.307 0.395 0.224 0.127 -0.428
H 0.526 1.797 4.313 -0.015 0.249 0.365 0.231
H -0.623 1.145 1.659 0.104 0.061 -0.428 0.284
C 0.660 5.481 0.802 -0.055 -0.040 -0.110 -0.618
C 0.674 4.244 1.695 0.072 0.129 0.125 -0.125
C 2.062 3.683 1.425 0.127 -0.136 -0.217 0.110
O 2.904 4.808 1.129 -0.188 0.106 0.008 -0.448
C 2.099 5.967 0.925 0.082 -0.058 0.149 -0.549
H -0.068 6.234 1.101 0.008 0.008 0.017 0.372
H 0.448 5.192 -0.230 0.003 0.004 0.001 0.268
H 0.585 4.539 2.744 -0.026 -0.017 0.002 0.284
H -0.120 3.533 1.473 -0.014 0.006 -0.043 0.070
H 2.060 3.018 0.556 -0.029 -0.075 0.060 -0.028
H 2.470 3.139 2.273 0.086 0.014 -0.009 0.125
H 2.219 6.630 1.790 -0.055 0.067 -0.037 0.284
H 2.445 6.495 0.034 0.045 -0.016 -0.003 0.287
C -3.809 -1.402 -2.774 0.103 0.002 -0.062 -0.836
C -3.167 -1.400 -1.391 -0.171 0.028 0.061 -0.122
C -2.909 0.083 -1.168 -0.024 0.058 -0.192 -0.145
O -3.950 0.780 -1.879 0.000 -0.051 0.030 -0.467
C -4.641 -0.129 -2.731 -0.068 -0.016 0.187 0.053
H -4.406 -2.289 -2.982 -0.011 -0.002 0.017 0.394
H -3.038 -1.321 -3.543 -0.009 0.002 -0.003 0.347
H -3.876 -1.776 -0.649 0.025 -0.012 0.021 0.274
H -2.264 -2.000 -1.328 0.053 -0.009 -0.028 0.067
H -1.950 0.386 -1.584 0.064 -0.018 0.016 0.206
H -2.936 0.366 -0.115 -0.055 0.029 -0.007 0.130
H -5.634 -0.318 -2.300 -0.027 -0.054 -0.087 0.153
H -4.772 0.325 -3.713 0.009 0.039 0.000 -0.100
C -7.379 0.967 -5.230 0.064 -0.017 -0.127 -0.463
C -6.639 2.183 -4.683 -0.106 0.025 0.100 -0.449
C -7.284 3.315 -5.469 0.012 -0.033 -0.134 -0.502
O -8.630 2.909 -5.737 0.058 -0.047 0.016 -0.394
C -8.783 1.522 -5.428 -0.042 0.060 0.130 -0.454
H -7.356 0.103 -4.568 -0.006 0.010 0.025 0.337
H -6.952 0.671 -6.192 -0.012 -0.013 0.003 0.263
H -6.847 2.296 -3.617 0.045 0.009 0.006 0.229
H -5.560 2.137 -4.814 0.012 0.032 -0.016 0.388
H -6.775 3.475 -6.426 0.054 0.019 0.034 0.265
H -7.295 4.258 -4.922 -0.063 0.015 -0.013 0.289
H -9.375 1.436 -4.511 0.004 -0.074 -0.004 0.265
H -9.324 1.030 -6.237 -0.024 0.057 -0.027 0.280
```
Positions in Å, forces in eV/Å.

Values from the calculation:
**Total charge**: -1
**F_max**: 4.3 eV/A
**E_LUMO**: 2.1548 eV

(2)
Entry from the Open Molecules 2025 dataset: a molecular structure, C24H42BF6N4O22PS2Zn (ωB97M-V/def2-TZVPD).

The geometry in XYZ format:
```
103
Properties=species:S:1:pos:R:3:forces:R:3:mulliken_charge:R:1
Zn -0.481 -0.119 0.423 1.519 -1.079 -0.060 2.151
C -3.794 -2.156 -0.560 -0.922 0.767 -1.185 0.750
F -3.888 -2.765 0.566 1.339 -0.956 1.365 -0.188
F -2.841 -2.598 -1.390 -0.473 -0.187 0.851 -0.202
F -4.985 -2.333 -1.113 0.079 0.684 -0.945 -0.227
S -3.464 -0.291 -0.309 0.072 1.131 -1.224 0.164
O -2.719 0.173 -1.471 -0.403 -0.724 1.144 -0.235
O -4.735 0.386 -0.108 1.667 -0.902 0.342 -0.539
N -2.293 -0.269 1.024 -4.312 -0.109 -1.022 0.217
S -3.260 -0.053 2.315 -2.351 0.583 3.494 1.149
O -3.506 1.342 2.683 1.357 -1.042 -0.814 -0.721
O -4.487 -0.844 2.308 2.107 0.327 -0.374 -0.655
C -2.278 -0.804 3.831 -1.223 -0.294 0.016 0.492
F -2.893 -0.489 5.008 0.831 0.246 -1.650 -0.240
F -2.340 -2.132 3.732 0.311 0.283 -0.199 -0.274
F -1.004 -0.419 3.846 -0.306 0.207 0.412 -0.095
O -0.046 -1.534 -4.111 0.556 -2.760 0.969 -0.630
C 0.187 -2.530 -3.407 -0.248 3.753 -1.113 0.066
O 0.671 -3.692 -3.696 -0.355 -1.137 0.045 -0.431
B 0.703 -4.543 -2.445 -0.321 -1.336 0.224 0.861
O 0.561 -3.493 -1.378 0.072 -0.200 0.270 -0.373
C 0.105 -2.401 -1.892 -1.151 0.710 2.009 -0.027
O -0.378 -1.457 -1.235 1.091 -1.211 -1.597 -0.158
O 1.854 -5.423 -2.338 0.920 0.277 0.188 -0.577
C 1.537 -6.671 -1.903 1.937 -2.752 0.317 0.512
O 2.299 -7.634 -1.657 -2.805 4.287 -1.016 -0.605
C -0.001 -6.634 -1.832 -1.629 -5.761 2.689 0.638
O -0.443 -5.517 -2.203 -0.345 4.085 -1.694 -0.587
O -0.725 -7.546 -1.378 2.298 2.174 -1.408 -0.642
O -0.512 1.500 -0.635 0.092 3.125 -0.790 2.592
P -0.548 2.586 -1.652 1.389 -2.356 -2.305 -2.612
N -0.228 1.963 -3.190 -1.778 1.386 0.150 0.413
C -1.330 1.263 -3.891 -0.559 0.064 0.609 -0.885
C 1.052 1.334 -3.399 1.375 0.616 0.288 -1.035
N 0.549 3.872 -1.478 -0.827 0.254 0.085 0.711
C 1.047 4.101 -0.114 0.549 -0.751 0.594 -0.943
C 0.640 5.090 -2.338 -0.510 0.594 0.320 -1.086
N -2.068 3.421 -1.657 -0.653 0.703 -0.483 1.063
C -2.372 4.431 -2.670 0.401 -0.291 -0.669 -1.115
C -3.009 3.390 -0.535 1.199 -0.539 0.792 -0.596
H -1.196 1.162 -4.968 0.578 0.324 0.101 0.455
H -2.223 1.871 -3.743 -0.303 -0.337 -0.004 0.301
H -1.450 0.262 -3.478 -0.215 0.156 -0.065 0.064
H 1.243 1.047 -4.434 -0.734 -0.157 -0.026 0.396
H 1.200 0.472 -2.749 0.071 -0.080 -0.058 0.129
H 1.809 2.103 -3.244 0.315 -0.162 0.395 0.356
H 0.288 4.064 0.667 -0.462 0.712 -0.188 0.258
H 1.657 3.261 0.220 0.289 -0.157 -0.389 0.004
H 1.679 4.988 -0.074 -0.410 0.047 0.012 0.480
H 1.593 5.594 -2.179 0.290 -0.609 -0.260 0.441
H 0.366 5.064 -3.393 0.601 -1.189 -0.015 0.387
H -0.047 5.879 -2.033 -0.431 -0.061 0.808 0.424
H -2.213 5.463 -2.357 0.134 0.042 0.718 0.307
H -1.728 4.307 -3.540 -0.210 -0.302 -0.023 0.420
H -3.423 4.395 -2.958 -0.035 -0.368 0.077 0.385
H -4.047 3.238 -0.831 0.126 -0.026 -0.365 0.350
H -2.904 4.327 0.012 -0.211 0.354 -0.090 0.379
H -2.695 2.612 0.160 -0.223 -0.166 -0.118 -0.200
C 4.138 -2.457 -2.687 -0.452 -0.185 -0.718 -1.056
C 3.941 -2.601 -1.192 1.940 0.702 -0.384 -0.524
O 2.794 -1.946 -0.660 -1.195 1.639 0.905 -0.117
C 2.643 -0.607 -0.450 0.162 -1.822 -1.278 -0.329
O 1.631 -0.188 0.069 1.365 0.660 -0.307 0.293
O 3.632 0.118 -0.988 -0.236 -0.559 0.176 -0.300
C 3.579 1.530 -0.990 0.105 1.330 0.322 -0.536
H 4.073 -1.479 -3.165 -0.184 0.390 0.683 0.235
H 3.391 -3.069 -3.193 0.147 -0.187 -0.168 0.177
H 5.133 -2.793 -2.978 -0.060 -0.410 0.203 0.472
H 4.823 -2.235 -0.668 0.018 0.215 0.088 0.526
H 3.909 -3.665 -0.957 -0.723 0.154 0.177 0.409
H 2.599 1.981 -1.149 -0.225 -0.680 0.020 -0.105
H 4.215 1.926 -1.781 0.094 -0.563 -0.124 0.399
H 3.969 1.958 -0.067 0.012 -0.321 0.246 0.294
C -1.936 3.183 4.709 -0.166 -0.646 1.067 -1.370
C -1.134 3.424 3.479 -0.946 0.702 -0.262 0.460
O 0.194 2.864 3.664 0.155 -1.198 -1.978 -0.407
C 0.704 1.930 2.771 -1.339 1.561 0.195 -0.138
O 0.086 1.334 1.877 1.319 1.729 2.664 0.279
O 2.013 1.866 2.928 -0.436 -1.116 -0.234 -0.232
C 2.802 2.540 3.929 1.209 0.395 -0.511 -0.886
H -1.555 3.764 5.549 0.065 0.011 0.001 0.404
H -1.856 2.130 4.980 -0.117 -0.053 0.054 0.206
H -3.001 3.395 4.616 0.122 0.111 -0.347 0.356
H -1.085 4.504 3.339 0.916 0.156 0.066 0.405
H -1.702 3.121 2.599 0.601 -1.002 -0.107 -0.340
H 3.802 2.225 3.633 0.039 0.053 0.102 0.292
H 2.714 2.268 4.981 -0.923 -0.264 -0.258 0.307
H 2.783 3.622 3.801 -0.451 -0.078 0.082 0.336
C -0.881 -5.595 1.089 -1.252 1.677 0.057 -1.675
C -1.072 -4.058 1.380 -0.014 -1.112 -0.413 1.035
O -0.019 -3.716 2.282 2.311 1.873 2.090 -0.487
C 0.500 -2.473 2.443 0.736 -2.097 0.081 0.149
O 0.183 -1.543 1.741 0.320 0.207 0.794 0.632
O 1.510 -2.476 3.415 -1.865 -1.113 -1.744 -0.494
C 2.269 -1.329 3.752 -0.598 1.411 0.608 -0.500
H -1.282 -6.240 1.870 0.476 0.223 0.324 0.490
H 0.169 -5.788 0.866 -0.217 -0.145 -0.026 0.274
H -1.543 -5.797 0.248 0.404 -0.165 -0.306 0.424
H -2.015 -3.805 1.865 -0.006 -0.237 -0.020 0.315
H -0.993 -3.490 0.453 0.179 0.031 0.125 -0.753
H 3.081 -1.555 4.444 0.124 -0.924 -0.575 0.448
H 1.678 -0.676 4.395 -0.506 0.202 -0.207 0.174
H 2.625 -0.713 2.927 -0.069 -0.441 -0.304 0.019
```
Positions in Å, forces in eV/Å.

Values from the calculation:
**Total charge**: +1
**F_max**: 6.6 eV/A
**E_LUMO (alpha / beta)**: -2.8251 / -7.7209 eV
**2S+1**: 2

(3)
Entry from the Open Molecules 2025 dataset: 3 unconnected molecules or ions with the total composition C24H42BrN2O9P3 (ωB97M-V/def2-TZVPD).

The geometry in XYZ format:
```
81
Properties=species:S:1:pos:R:3:forces:R:3:mulliken_charge:R:1
C -5.207 -0.716 -0.731 0.292 2.095 0.336 -0.586
C -4.925 0.758 -0.726 -0.201 -2.523 -0.722 -0.207
C -3.892 1.333 -1.906 -1.173 -1.229 0.114 -0.423
C -2.364 1.116 -1.328 2.301 0.375 2.670 0.330
C -2.014 1.516 0.252 2.588 -1.794 -3.174 -0.572
C -0.493 1.255 0.831 0.369 -1.426 -4.410 -0.423
C 0.624 0.613 -0.184 -3.637 1.079 0.130 -0.074
Br 2.473 0.260 0.578 -2.317 0.458 -1.034 -0.168
C 0.327 0.213 -1.781 -0.192 0.377 1.698 0.549
N 1.484 -0.381 -2.535 -6.651 0.788 -3.555 -0.365
C 0.995 -0.702 -3.919 -2.158 0.743 1.060 0.270
P 2.293 -1.539 -5.106 1.323 -0.012 0.380 0.191
C 1.994 -3.440 -4.800 -1.802 -0.780 0.135 -0.894
O 1.919 -1.169 -6.784 -0.158 -2.058 1.134 -0.515
C -0.479 -0.429 -4.550 -0.574 1.352 4.148 -0.235
N -1.584 0.178 -3.733 5.750 -1.576 1.098 -0.406
C -1.186 0.483 -2.317 0.211 0.052 0.070 0.201
H -4.829 -1.426 0.149 -2.205 1.862 -1.262 0.143
H -5.847 -1.231 -1.589 2.757 0.966 1.075 0.244
H -5.438 1.460 0.081 2.380 -1.591 -1.025 0.345
H -4.035 0.581 -2.822 0.504 1.761 1.874 0.274
H -4.137 2.429 -2.235 0.792 -2.055 0.691 0.346
H -2.818 1.964 0.995 1.772 -1.098 -1.957 0.195
H -0.145 1.507 1.936 -0.945 -0.607 -2.685 0.296
H 0.827 -3.601 -4.619 2.478 0.030 -0.544 0.252
H 2.352 -4.102 -5.703 -0.682 1.456 1.700 0.317
H 2.528 -3.826 -3.829 -0.829 1.147 -1.897 0.277
H 2.230 -1.935 -7.364 -0.643 1.419 1.251 0.303
H -0.731 -0.730 -5.670 0.667 0.799 2.728 0.325
C 8.563 4.044 -3.005 0.059 -0.157 -0.025 -0.998
C 7.695 5.288 -3.069 0.184 -0.034 -0.463 -0.365
O 6.513 5.147 -2.296 1.020 0.132 -0.150 -0.266
P 6.703 5.093 -0.653 -8.490 1.135 -4.101 1.059
O 6.793 6.631 -0.499 3.836 -2.079 1.842 -0.713
O 5.105 5.067 -0.180 0.932 -0.586 0.933 -0.409
C 4.539 6.117 0.596 -0.256 0.436 0.005 -0.380
C 3.910 7.171 -0.304 0.029 0.080 -0.223 -1.066
O 6.603 3.375 -0.826 3.017 1.251 1.594 -0.412
C 5.371 2.660 -0.928 -1.008 -0.485 0.534 -0.040
C 4.516 3.014 -2.134 0.018 0.596 -0.208 -0.675
H 8.953 3.890 -1.993 0.043 -0.031 -0.036 0.311
H 9.415 4.127 -3.686 -0.069 0.053 0.063 0.394
H 7.987 3.151 -3.268 0.088 0.168 0.030 0.210
H 8.253 6.167 -2.735 -0.018 0.047 -0.043 0.292
H 7.388 5.462 -4.105 -0.120 0.029 0.185 0.304
H 5.281 6.545 1.277 -0.067 0.016 -0.254 0.345
H 3.759 5.679 1.225 0.072 -0.211 -0.115 0.339
H 4.584 7.483 -1.111 0.046 -0.051 0.313 0.285
H 3.630 8.056 0.274 -0.009 -0.086 -0.036 0.369
H 3.016 6.773 -0.789 -0.007 -0.004 0.105 0.294
H 4.810 2.753 0.009 0.036 0.083 -0.285 0.183
H 5.645 1.600 -1.007 0.358 0.252 0.017 0.340
H 4.178 4.060 -2.123 0.150 -0.353 0.105 0.175
H 3.620 2.387 -2.159 0.175 -0.145 0.121 0.195
H 5.074 2.871 -3.063 -0.062 -0.098 0.096 0.237
C -2.723 -6.588 2.664 0.150 -0.032 0.047 -0.991
C -4.236 -6.460 2.627 0.086 -0.522 -0.062 -0.366
O -4.702 -5.443 3.500 0.460 -0.334 -0.834 -0.300
P -4.337 -3.884 3.084 -6.330 -2.137 6.740 1.115
O -5.508 -3.757 2.079 4.134 0.970 -2.147 -0.700
O -5.173 -3.066 4.273 1.160 0.686 -0.548 -0.390
C -6.246 -2.187 3.959 -0.526 0.079 -0.063 -0.226
C -7.576 -2.926 3.996 -0.073 -0.220 -0.033 -1.102
O -3.028 -4.025 4.207 0.928 0.892 -3.284 -0.403
C -3.172 -3.850 5.616 -0.087 0.737 0.888 -0.188
C -4.105 -4.835 6.299 -0.503 -0.222 -0.342 -0.908
H -2.245 -5.688 2.264 0.048 -0.045 -0.011 0.308
H -2.389 -7.441 2.067 -0.075 0.081 0.015 0.395
H -2.368 -6.714 3.691 -0.079 0.006 -0.175 0.206
H -4.583 -6.261 1.608 -0.054 -0.038 -0.002 0.287
H -4.688 -7.402 2.953 -0.071 0.210 0.042 0.308
H -6.078 -1.689 3.000 -0.085 -0.226 0.079 0.233
H -6.259 -1.399 4.718 0.196 -0.126 0.085 0.331
H -7.545 -3.864 3.429 0.106 0.295 -0.065 0.279
H -8.377 -2.302 3.591 0.064 -0.036 0.065 0.372
H -7.830 -3.199 5.023 0.010 0.104 -0.012 0.314
H -3.448 -2.811 5.833 -0.087 -0.280 -0.040 0.260
H -2.168 -3.985 6.040 0.006 -0.064 -0.450 0.365
H -5.143 -4.752 5.948 0.391 0.067 0.077 0.177
H -4.116 -4.659 7.379 0.210 0.070 -0.088 0.388
H -3.788 -5.865 6.113 0.050 0.113 0.086 0.238
```
Positions in Å, forces in eV/Å.

Values from the calculation:
**F_max**: 9.5 eV/A
**E_LUMO**: -2.1248 eV
**Relative energy (zero: lowest compared OMol25 entry of this formula, charge and spin)**: 1218.85 kJ/mol

The lowest F_max belongs to which entry?
C24H42BClF2N2O12P

Among the records above, which one has the lowest F_max?
C24H42BClF2N2O12P